A structure of composition C48H45IIrN5O5S2. Source: the OMol25 dataset; level of theory: ωB97M-V with the def2-TZVPD basis set.

Element x y z (Å)
Ir  -0.09714  -0.47421  -0.73301
O  -0.51155  -1.39474  2.75019
C  -1.41096  -1.45308  1.92216
O  -1.23816  -1.65310  0.64752
C  -2.84963  -1.32574  2.32496
C  -3.17525  -0.84326  3.58521
C  -4.49672  -0.68018  3.96449
C  -5.50382  -1.01723  3.06704
C  -5.19536  -1.51507  1.81274
C  -3.86136  -1.68659  1.42395
S  -3.48581  -2.33564  -0.15053
H  -2.35849  -0.59498  4.25271
H  -4.74429  -0.29039  4.94383
H  -6.54297  -0.88500  3.34509
H  -5.98597  -1.76800  1.11707
C  3.19418  -3.08919  4.47735
C  3.79190  -3.86769  3.33864
C  4.69729  -4.89473  3.56101
C  5.24591  -5.62427  2.51471
C  4.89415  -5.30627  1.21330
C  4.00359  -4.27378  0.96092
C  3.43779  -3.55944  2.01587
N  2.53485  -2.51086  1.81720
C  1.77431  -2.23031  0.70150
N  1.27837  -3.29206  0.04106
C  0.60871  -3.32496  -1.20637
C  0.02830  -2.18074  -1.75690
C  -0.62210  -2.32533  -2.98515
C  -0.71455  -3.55356  -3.62047
C  -0.14930  -4.67721  -3.03504
C  0.51807  -4.57986  -1.82354
C  1.11528  -5.80840  -1.18626
N  1.52436  -1.00111  0.38606
C  2.33969  0.02988  0.96598
C  1.85811  0.78529  2.02707
C  2.63770  1.80007  2.56131
C  3.89218  2.05738  2.03288
C  4.36833  1.29099  0.97908
C  3.60920  0.26341  0.43115
C  4.14672  -0.58899  -0.68468
H  3.48421  -3.52347  5.43282
H  2.10372  -3.07379  4.41703
H  3.53045  -2.04757  4.47273
H  4.96854  -5.13337  4.58309
H  5.94207  -6.42780  2.71607
H  5.32042  -5.85284  0.38152
H  3.75608  -4.01177  -0.05927
H  2.53106  -1.76767  2.49982
H  1.39479  -4.17402  0.51016
H  -1.08640  -1.45400  -3.42713
H  -1.23892  -3.63783  -4.56507
H  -0.22772  -5.64529  -3.51735
H  0.94076  -6.68048  -1.81502
H  0.66691  -6.02285  -0.20978
H  2.19448  -5.71357  -1.03787
H  0.87362  0.56390  2.40710
H  2.25177  2.39948  3.37619
H  4.49894  2.86083  2.43248
H  5.35028  1.49424  0.56572
H  5.04709  -0.14162  -1.10657
H  3.41375  -0.71026  -1.48339
H  4.41179  -1.58623  -0.32164
C  2.37053  1.83892  -5.34743
C  2.10834  2.70554  -4.12177
N  0.70173  2.75597  -3.76282
C  -0.09417  3.81931  -4.36721
C  -0.17123  5.04616  -3.46837
C  0.12855  1.87960  -2.90912
S  1.11939  0.59392  -2.33374
N  -1.14557  2.14394  -2.61401
C  -1.98791  1.33062  -1.99566
O  -1.82876  0.11813  -1.68067
C  -3.29324  1.94818  -1.61480
C  -3.66851  3.20539  -2.08010
C  -4.82087  3.80783  -1.60268
C  -5.60133  3.16185  -0.65098
C  -5.23413  1.90408  -0.19283
C  -4.08631  1.29659  -0.67733
H  3.43312  1.84190  -5.59768
H  1.81635  2.20988  -6.21224
H  2.06296  0.81243  -5.15062
H  2.43092  3.73366  -4.30491
H  2.67410  2.33821  -3.26631
H  -1.09177  3.43737  -4.57099
H  0.37253  4.06785  -5.32378
H  -0.65135  4.77641  -2.52808
H  -0.74397  5.84120  -3.95084
H  0.82710  5.42802  -3.24598
H  -3.03183  3.70834  -2.79548
H  -5.10253  4.79212  -1.95664
H  -6.48830  3.64541  -0.25930
H  -5.82566  1.40062  0.56187
H  -3.76462  0.33235  -0.31059
I  -4.74171  6.09639  3.53635
C  -3.33561  4.85916  2.58875
C  -2.50030  5.39926  1.62383
C  -1.58331  4.57089  0.99200
C  -1.51310  3.22025  1.30478
C  -2.36479  2.70292  2.27168
C  -3.27450  3.51761  2.92939
C  -0.55256  2.31455  0.53715
O  -0.85746  1.06805  0.61316
O  0.36933  2.84072  -0.07500
H  -2.56848  6.44679  1.36236
H  -0.90993  4.95547  0.23636
H  -2.32561  1.64423  2.48008
H  -3.93880  3.10679  3.67840

Output
* multiplicity: 2
* total charge: -1
* <S²>: 0.754
* orbital gap (spin up / spin down): 6.99 / 6.56 eV
* LUMO energy (spin up / spin down): 0.078 / 0.062 Eh
* HOMO (spin up / spin down): -4.9 / -4.9 eV

A structure of composition C15H37N2O5V in a non-equilibrium geometry. Source: the OMol25 dataset; level of theory: ωB97M-V with the def2-TZVPD basis set.

Element x y z (Å)
V  0.15239  -0.17765  -0.25091
C  0.50500  3.77531  0.36051
C  1.54056  2.69758  0.71151
C  2.40575  2.97345  1.97478
O  1.15131  1.37752  0.53887
H  0.23211  3.85133  -0.68910
H  1.01346  4.71100  0.60426
H  -0.35128  3.71626  1.04011
H  2.31631  2.91520  -0.04565
H  3.41745  2.62608  1.76751
H  2.10187  2.34900  2.82109
H  2.38810  4.02746  2.22803
C  2.93962  -1.00515  1.28700
O  1.99943  -1.35903  0.25510
C  2.65827  -2.07348  -0.80224
C  1.98581  -1.82397  -2.13443
N  1.21408  -0.54370  -2.07731
C  0.35044  -0.26229  -3.25319
C  -0.49282  0.99461  -2.97559
O  -0.90037  1.15277  -1.61346
C  -2.02834  2.05132  -1.56861
H  3.73647  -0.41130  0.83676
H  3.40903  -1.89167  1.71727
H  2.41257  -0.43658  2.04369
H  2.79345  -3.11665  -0.50833
H  3.70109  -1.74253  -0.87729
H  1.30686  -2.63797  -2.41570
H  2.70722  -1.75791  -2.95026
H  2.00066  0.04620  -2.37287
H  -0.32310  -1.11273  -3.36948
H  0.92042  -0.06921  -4.16150
H  -1.32450  0.87441  -3.67859
H  0.03333  1.90132  -3.28580
H  -2.88272  1.58583  -2.05895
H  -1.79401  2.98769  -2.07895
H  -2.17547  2.29138  -0.52124
C  -0.17211  -1.18962  3.08261
O  -0.28632  -1.47996  1.68683
C  -0.90239  -2.73202  1.45635
C  -1.04987  -2.87474  -0.05173
N  -1.24277  -1.63769  -0.92935
C  -2.67777  -1.20067  -0.76557
C  -2.91217  -0.49108  0.57335
O  -1.84570  0.39037  0.83071
C  -2.17484  1.21954  1.97183
H  0.26748  -1.96180  3.71852
H  -1.18579  -1.10997  3.49640
H  0.32493  -0.22916  3.17176
H  -1.85050  -2.93361  1.96727
H  -0.28545  -3.53602  1.87113
H  -1.73392  -3.67471  -0.35047
H  -0.12621  -3.36826  -0.39083
H  -1.22913  -2.16878  -1.79944
H  -3.40218  -1.98869  -0.98397
H  -2.89897  -0.53324  -1.60553
H  -3.08327  -1.26396  1.32258
H  -3.89326  -0.01669  0.46582
H  -1.25982  1.54318  2.46029
H  -2.77483  0.66279  2.68938
H  -2.72554  2.09089  1.61507

Output
* multiplicity: 3
* total charge: +2
* <S²>: 2.008
* orbital gap (spin up / spin down): 7.47 / 8.57 eV
* LUMO energy (spin up / spin down): -0.254 / -0.218 Eh
* HOMO (spin up / spin down): -14.4 / -14.5 eV

<S²> of number 1 (C48H45IIrN5O5S2)?
0.754

Which of these has the highest multiplicity?
C15H37N2O5V

The lowest multiplicity belongs to which entry?
C48H45IIrN5O5S2